No. 1
C4H6F12O4P2Zn | ωB97M-V with the def2-TZVPD basis set

Output
- ⟨S²⟩: 0.756
- Total charge: -1
- Spin multiplicity: 2
- Highest occupied orbital energy (spin up / spin down): -7.032 / -7.021 eV

Each line ends with the Löwdin spin population.
Geometry (Å):
Zn -0.02 -0.17 0.30  -0.002
C 3.78 -0.58 -1.89  0.025
C 2.77 -0.51 -0.79  0.042
O 3.09 -0.25 0.37  0.709
O 1.54 -0.62 -0.98  0.214
H 3.47 -0.14 -2.84  0.004
H 3.72 -1.65 -2.13  0.001
H 4.75 -0.20 -1.60  0.002
C -0.41 -0.89 4.15  0.000
C -0.19 -0.88 2.72  0.000
O 0.95 -0.74 2.16  0.004
O -1.13 -0.77 1.89  0.001
H 0.46 -1.48 4.44  0.000
H -1.39 -1.33 4.35  0.000
H -0.46 0.11 4.57  0.000
P -0.32 2.54 -0.39  0.000
F 0.65 1.83 0.66  -0.001
F -0.45 3.76 0.68  0.000
F 0.93 3.21 -1.06  0.000
F -1.30 3.38 -1.36  0.000
F -0.13 1.32 -1.37  0.000
F -1.50 1.70 0.33  0.000
P -2.69 -1.10 -1.79  0.000
F -4.38 -0.89 -2.00  0.000
F -2.32 0.21 -2.57  0.000
F -2.93 -0.19 -0.47  0.000
F -1.26 -1.21 -1.17  0.001
F -2.87 -2.51 -0.99  0.000
F -2.34 -1.95 -3.23  0.000

No. 2
C4H6F2 | ωB97M-V with the def2-TZVPD basis set

Output
- Spin multiplicity: 1
- SMILES: C/C(F)=C\CF
- Highest occupied orbital energy: -9.780 eV

Each line ends with the natural charge from an NBO analysis.
Geometry (Å):
C -1.48 1.30 -0.10  -0.712
C -0.91 -0.08 0.00  0.417
F -1.93 -1.07 -0.07  -0.367
C 0.30 -0.59 0.19  -0.301
C 1.52 0.29 0.43  0.030
F 2.49 -0.09 -0.46  -0.349
H -1.47 1.95 0.86  0.234
H -1.04 1.90 -0.83  0.236
H -2.51 1.29 -0.48  0.251
H 0.43 -1.65 0.31  0.228
H 1.74 0.04 1.43  0.168
H 1.24 1.34 0.42  0.166

No. 3
C4H6F2 | ωB97M-V with the def2-TZVPD basis set

Output
- Spin multiplicity: 1
- Highest occupied orbital energy: -10.085 eV

Each line ends with the natural charge from an NBO analysis.
Geometry (Å):
C -0.61 1.42 0.42  -0.683
C -0.22 -0.09 0.00  -0.068
C -0.90 -1.26 -0.17  -0.404
C 1.29 -0.37 -0.27  0.527
H -1.79 1.67 0.16  0.240
H 0.13 2.16 -0.19  0.257
H -0.38 1.13 1.58  0.262
H -0.24 -2.19 -0.32  0.194
H -2.21 -1.40 -0.48  0.223
H 1.20 -1.36 -0.64  0.152
F 1.62 0.66 -1.05  -0.320
F 2.10 -0.36 0.96  -0.381

No. 4
C4H6F2O | ωB97M-V with the def2-TZVPD basis set

Output
- Spin multiplicity: 1
- SMILES: C=C(C)F.O=CF
- Highest occupied orbital energy: -9.616 eV

Each line ends with the natural charge from an NBO analysis.
Geometry (Å):
C -0.54 1.17 0.50  -0.552
C -1.30 0.32 -0.22  0.440
C -1.21 -0.07 -1.68  -0.680
F -2.28 -0.35 0.40  -0.342
H 0.44 1.53 0.30  0.238
H -0.80 0.95 1.56  0.209
H -0.67 -0.97 -1.71  0.223
H -0.65 0.62 -2.18  0.228
H -2.27 -0.38 -2.06  0.233
O 2.47 0.51 1.05  -0.501
C 2.26 -0.59 1.28  0.743
F 3.17 -1.59 1.19  -0.355
H 1.38 -1.15 1.56  0.116

No. 5
C4H6F2O2 | ωB97M-V with the def2-TZVPD basis set

Output
- Spin multiplicity: 1
- Highest occupied orbital energy (spin up / spin down): -7.843 / -8.055 eV

Each line ends with the natural charge from an NBO analysis.
Geometry (Å):
C -0.31 0.16 0.31  0.743
C 2.69 -1.16 -0.22  -0.741
C -2.13 1.52 -0.10  -0.280
C 2.35 0.32 -0.02  0.717
O -0.78 -0.85 0.75  -0.599
O -0.74 1.26 -0.05  -0.485
F 2.41 1.34 -0.99  -0.352
F 2.70 0.74 1.15  -0.320
H 3.54 -1.32 0.54  0.226
H 1.92 -1.79 0.26  0.262
H 3.01 -1.46 -1.20  0.241
H -2.64 1.58 -0.97  0.198
H -2.28 2.36 0.48  0.195
H -2.68 0.61 0.46  0.195

No. 6
C4H6F3N | ωB97M-V with the def2-TZVPD basis set

Output
- Spin multiplicity: 1
- SMILES: C/N=C\F.C#CF.F
- Highest occupied orbital energy: -10.708 eV

Each line ends with the natural charge from an NBO analysis.
Geometry (Å):
C -1.60 -0.57 0.49  -0.462
N -0.32 -0.78 -0.06  -0.486
C -0.14 -0.26 -1.19  0.500
F -0.99 0.60 -1.79  -0.340
H -1.45 -0.50 1.63  0.215
H -2.06 0.35 0.15  0.199
H -2.32 -1.43 0.23  0.214
H 0.78 -0.28 -1.75  0.163
C 2.11 1.87 0.23  -0.383
C 1.48 2.57 -0.52  0.405
F 0.82 3.53 -1.04  -0.257
H 2.67 1.06 0.55  0.236
F 0.58 -3.29 1.96  -0.577
H 0.44 -2.86 1.10  0.573

No. 7
C4H6F6NOP | ωB97M-V with the def2-TZVPD basis set

Output
- Spin multiplicity: 1
- SMILES: NP(=O)(CC(F)(F)F)CC(F)(F)F
- Highest occupied orbital energy: -10.911 eV

Each line ends with the natural charge from an NBO analysis.
Geometry (Å):
N -0.04 0.17 1.78  -1.205
P -0.41 0.01 0.16  2.110
O -1.83 0.12 0.03  -1.075
C 0.25 -1.66 -0.37  -0.856
C -0.71 -2.78 -0.08  0.994
F -0.14 -3.96 -0.13  -0.313
F -1.76 -2.75 -0.95  -0.331
F -1.27 -2.68 1.12  -0.314
C 0.58 1.27 -0.66  -0.901
C 0.42 2.72 -0.39  0.989
F 1.57 3.18 -0.74  -0.317
F 0.18 3.19 0.80  -0.317
F -0.53 3.30 -1.13  -0.319
H -0.69 0.89 2.19  0.422
H 0.97 0.42 2.06  0.395
H 0.29 -1.68 -1.43  0.257
H 1.18 -1.95 0.01  0.253
H 1.56 0.96 -0.54  0.252
H 0.40 1.24 -1.74  0.276

No. 8
C4H6F6NPS | ωB97M-V with the def2-TZVPD basis set

Output
- ⟨S²⟩: 2.008
- Spin multiplicity: 3
- Highest occupied orbital energy (spin up / spin down): -8.332 / -9.255 eV

Each line ends with the Löwdin spin population.
Geometry (Å):
C 0.62 0.41 0.26  0.021
C -1.19 -0.72 -0.85  0.010
C 1.72 -2.38 1.42  0.085
C 1.61 0.10 3.80  0.596
N -0.04 -0.82 0.04  0.118
F 2.60 -1.48 1.71  0.015
F 1.90 -2.71 0.13  0.025
F 1.85 -3.40 2.18  0.012
F 0.96 1.02 4.51  0.130
F 2.85 0.56 3.52  0.122
F 1.81 -1.00 4.56  0.125
P -0.10 -1.74 1.46  0.354
S -1.43 -3.18 1.43  0.354
H 1.10 0.42 1.18  0.016
H 1.49 0.60 -0.39  0.001
H -0.12 1.37 0.30  0.002
H -1.71 0.22 -0.74  0.002
H -0.68 -0.84 -1.95  0.009
H -1.79 -1.56 -0.65  0.002

No. 9
C4H6FN | ωB97M-V with the def2-TZVPD basis set

Output
- Spin multiplicity: 1
- SMILES: F/C=C/[C@H]1CN1
- Highest occupied orbital energy: -9.628 eV

Each line ends with the natural charge from an NBO analysis.
Geometry (Å):
F 1.14 1.40 -2.61  -0.339
C 0.79 0.52 -1.63  0.247
C 0.45 0.87 -0.40  -0.307
C 0.29 -0.14 0.66  -0.116
C -1.00 -0.43 1.34  -0.254
N -0.40 -1.45 0.47  -0.576
H 0.91 -0.51 -1.96  0.170
H 0.37 1.88 -0.10  0.223
H 1.20 -0.21 1.24  0.206
H -0.94 -0.58 2.43  0.201
H -1.89 0.11 0.98  0.195
H -0.92 -1.46 -0.40  0.349

No. 10
C4H6FNO | ωB97M-V with the def2-TZVPD basis set

Output
- Spin multiplicity: 1
- SMILES: CN(C=O)/C=C\F
- Highest occupied orbital energy: -8.907 eV

Each line ends with the natural charge from an NBO analysis.
Geometry (Å):
C 2.11 -0.92 -0.17  -0.435
N 0.64 -0.28 -0.26  -0.482
C 0.79 1.18 -0.11  0.563
O 0.03 1.98 0.39  -0.532
C -0.24 -1.04 0.35  -0.131
C -1.53 -0.78 0.35  0.225
F -2.11 0.00 -0.60  -0.332
H 2.81 -0.11 -0.58  0.205
H 2.26 -1.90 -0.77  0.232
H 2.57 -0.98 0.88  0.205
H 1.96 1.33 -0.34  0.106
H 0.19 -1.58 1.35  0.196
H -2.32 -1.23 0.99  0.180

No. 11
C4H6FNO | ωB97M-V with the def2-TZVPD basis set

Output
- Spin multiplicity: 1
- Highest occupied orbital energy (spin up / spin down): -8.530 / -8.500 eV

Each line ends with the natural charge from an NBO analysis.
Geometry (Å):
C 2.51 -0.48 -0.53  0.341
C -0.13 0.70 0.20  0.122
C -0.54 -0.59 -0.64  -0.656
C 0.66 1.60 -0.51  0.224
N -0.44 0.74 1.43  -0.581
O 2.86 -0.81 0.56  -0.452
F 1.29 2.52 0.17  -0.308
H 2.96 -0.72 -1.51  0.139
H -1.23 -1.23 0.06  0.250
H 0.38 -1.15 -0.94  0.210
H -1.08 -0.09 -1.55  0.214
H 0.64 1.62 -1.64  0.176
H -0.03 1.54 1.75  0.321

No. 12
C4H6FNO | ωB97M-V with the def2-TZVPD basis set

Output
- Spin multiplicity: 1
- SMILES: CN(C=O)/C=C/F
- Highest occupied orbital energy: -8.816 eV

Each line ends with the natural charge from an NBO analysis.
Geometry (Å):
C -0.60 -0.94 -0.84  -0.438
N -0.39 -0.04 0.31  -0.427
C -1.39 0.09 1.25  0.543
O -2.44 -0.51 1.27  -0.585
C 0.78 0.69 0.38  -0.094
C 1.74 0.63 -0.53  0.154
F 2.81 1.40 -0.38  -0.332
H -1.65 -1.30 -0.75  0.251
H -0.51 -0.33 -1.77  0.206
H 0.08 -1.79 -0.80  0.208
H -1.14 0.83 2.02  0.115
H 0.86 1.35 1.23  0.220
H 1.83 -0.08 -1.38  0.178

No. 13
C4H6FNOS | ωB97M-V with the def2-TZVPD basis set

Output
- Spin multiplicity: 1
- SMILES: O/N=C\[C@H](F)[C@H]1CS1
- Highest occupied orbital energy: -8.948 eV

Each line ends with the natural charge from an NBO analysis.
Geometry (Å):
O -2.19 -1.32 0.47  -0.599
N -2.03 -0.55 -0.78  -0.124
C -1.10 0.36 -0.72  0.005
C -0.42 0.94 0.48  0.139
F -0.33 2.30 0.12  -0.358
C 1.12 0.37 0.65  -0.355
C 1.09 -1.06 0.82  -0.514
S 1.99 -0.51 -0.64  0.123
H -3.39 -1.35 0.34  0.490
H -0.97 1.02 -1.68  0.239
H -0.87 0.76 1.49  0.214
H 1.86 0.97 1.29  0.253
H 0.18 -1.63 0.72  0.245
H 1.91 -1.57 1.39  0.241

No. 14
C4H6FNS2 | ωB97M-V with the def2-TZVPD basis set

Output
- Spin multiplicity: 1
- SMILES: N[C@@]1(CF)CSC1=S
- Highest occupied orbital energy: -8.588 eV

Each line ends with the natural charge from an NBO analysis.
Geometry (Å):
N 0.38 -0.17 1.31  -0.820
C 0.02 -0.04 0.03  -0.026
C -1.24 -0.89 -0.42  0.040
F -1.72 -0.61 -1.74  -0.360
C 0.05 1.51 -0.29  -0.488
S 1.82 1.39 -0.93  0.286
C 1.46 -0.29 -0.54  -0.261
S 2.43 -1.55 -0.69  0.032
H 0.39 -1.28 1.71  0.405
H -0.32 0.50 2.03  0.370
H -0.90 -1.89 -0.35  0.178
H -1.99 -0.83 0.46  0.173
H 0.05 2.23 0.59  0.227
H -0.43 1.93 -1.18  0.244

No. 15
C4H6GaO5 | ωB97M-V with the def2-TZVPD basis set

Output
- ⟨S²⟩: 0.753
- Total charge: +2
- Spin multiplicity: 2
- Highest occupied orbital energy (spin up / spin down): -17.371 / -17.370 eV

Each line ends with the Löwdin spin population.
Geometry (Å):
O -2.21 -2.13 -1.00  0.000
C -1.35 -1.15 -1.09  0.000
O -0.32 -1.20 -1.83  0.001
O -1.46 -0.31 -0.13  0.002
H -1.90 -2.92 -1.46  0.000
Ga 0.23 -1.79 -3.41  0.000
H 0.88 -0.29 -0.89  0.003
C -0.54 1.04 -0.01  0.025
C 0.90 0.75 -0.11  0.019
O 1.51 0.47 1.13  0.179
C 1.16 1.17 2.18  0.584
O 1.82 0.66 3.18  0.156
H -0.87 1.61 -0.89  0.000
H -0.86 1.43 0.96  0.016
H 1.43 1.56 -0.62  0.001
H 1.56 1.10 4.00  0.015

No. 16
C4H6GdO | ωB97M-V with the def2-TZVPD basis set

Output
- ⟨S²⟩: 21.031
- Total charge: +2
- Spin multiplicity: 9
- Highest occupied orbital energy (spin up / spin down): -14.250 / -17.211 eV

Each line ends with the Löwdin spin population.
Geometry (Å):
C -0.66 1.55 0.71  0.303
C -1.14 0.19 0.60  0.644
C -0.01 -0.67 0.51  0.620
C 0.46 -1.06 -0.82  0.159
O 1.59 -0.78 -1.21  -0.088
Gd 3.10 -1.03 -3.26  6.179
H -0.68 1.94 1.74  0.025
H -1.17 2.23 0.02  0.046
H -1.88 -0.11 1.34  0.026
H 0.62 0.94 0.64  0.024
H -0.03 -1.53 1.19  0.040
H -0.21 -1.66 -1.46  0.020

No. 17
C4H6HgO | ωB97M-V with the def2-TZVPD basis set

Output
- ⟨S²⟩: 0.761
- Total charge: +1
- Spin multiplicity: 2
- Highest occupied orbital energy (spin up / spin down): -13.039 / -13.189 eV

Each line ends with the Löwdin spin population.
Geometry (Å):
H -0.93 -1.36 -1.31  0.011
C 0.83 -1.56 0.53  0.114
C 0.23 -1.10 -0.54  0.029
C -0.58 -0.03 -0.93  0.029
H 1.68 -2.24 0.45  -0.001
H 0.60 -1.17 1.53  0.000
H -0.52 0.40 -1.93  0.004
C -0.98 1.39 0.45  -0.002
O 0.20 1.57 -0.07  0.175
Hg 2.32 1.16 0.23  0.637
H -1.79 2.05 0.13  0.001
H -1.06 0.91 1.44  0.001

No. 18
C4H6IN | ωB97M-V with the def2-TZVPD basis set

Output
- Spin multiplicity: 1
- SMILES: CCC1=N[C@H]1I
- Highest occupied orbital energy: -8.660 eV

Each line ends with the natural charge from an NBO analysis.
Geometry (Å):
C 1.16 -0.35 0.20  -0.595
C 0.14 0.21 -0.79  -0.491
C -0.83 0.91 -0.09  0.318
N -1.45 1.98 0.24  -0.367
C -2.19 0.84 0.79  -0.304
I -3.78 -0.05 -0.25  0.084
H 1.44 0.42 0.92  0.223
H 1.92 -1.07 -0.29  0.237
H 0.44 -1.08 0.78  0.210
H -0.44 -0.76 -1.11  0.247
H 0.54 0.74 -1.53  0.230
H -2.09 0.70 1.86  0.207

Computed energy (Eh) in order:
-4117.905159; -355.697522; -355.610809; -430.930979; -506.062251; -510.227828; -1226.633689; -1549.389960; -310.560127; -385.776492; -385.705605; -385.850670; -783.903948; -1106.899340; -2456.190353; -995.994195; -384.100935; -508.341669